Molecular formula: C4H11N2O
Method: DFT, wB97M-V/def2-TZVPD

Results
relative energy (zero: lowest compared OMol25 entry of this formula, charge and spin): 63.64 kcal/mol
structure (SMILES): NCC[C@H](N)C[O-]
charge: -1
HOMO level: -2.23 eV
orbital gap: 6.07 eV

Atoms and positions in Å:
N 0.680 0.401 2.928
C 0.174 0.568 1.582
C 0.583 -0.298 0.332
C 0.045 0.329 -1.008
N -1.252 1.102 -1.072
C -0.141 -1.030 -1.908
O -0.720 -0.489 -2.964
H 1.484 -0.070 2.947
H 0.005 -0.189 3.395
H 0.522 1.528 1.137
H -0.928 0.532 1.537
H 0.069 -1.282 0.568
H 1.642 -0.326 0.250
H 0.916 0.946 -1.369
H -1.556 0.991 -2.125
H -1.899 0.400 -0.747
H 0.854 -1.257 -2.130
H -0.478 -1.855 -1.351

Atomic partial charges in e from the Löwdin method, atoms 1 to 5: 0.00, -0.32, -0.21, -0.36, -0.02